[1]
91
Properties=species:S:1:pos:R:3:forces:R:3 method="wB97M-V/def2-TZVPD" total_energy_ev=-117644.1725 e_lumo_ev="1.3 / 1.2" relative_energy_kcal_mol=55.0 homo_lumo_gap_ha="0.1529 / 0.1526" total_charge=-1
Ce -0.782271 -1.754465 -1.108805 1.825 0.788 -0.160
O 0.470379 -0.367625 1.567379 1.137 -0.075 1.161
C 1.398379 0.080217 2.545505 -0.199 -0.734 -0.050
C 1.040771 0.994161 3.534155 -0.025 0.440 0.028
C 2.032991 1.484688 4.420623 -1.483 0.681 0.010
C 3.227937 0.830100 4.501151 1.123 -0.747 0.273
C 3.429130 -0.323285 3.739568 -0.397 0.355 -0.859
C 2.607425 -0.625036 2.624405 0.394 0.174 0.221
C 2.799628 -1.477329 0.082227 0.166 -1.104 -1.255
N 1.695924 -2.258911 -0.575507 -1.940 0.331 -0.096
C 2.334735 -3.086675 -1.610307 -0.279 0.035 0.853
C 1.436785 -3.927055 -2.487524 -0.818 -0.451 -0.108
N 0.105836 -3.343038 -2.835139 -0.330 -1.353 -0.976
C -0.606532 -4.089765 -3.650352 1.184 1.088 1.649
C -1.850352 -3.731908 -4.254527 -1.324 0.212 -0.342
C -2.229563 -4.484307 -5.400789 -0.763 1.108 0.485
C -3.426529 -4.183588 -6.047323 0.229 -0.266 0.079
C -4.272300 -3.171314 -5.549060 0.328 -0.547 -0.204
C -3.916102 -2.421089 -4.448451 -0.206 -0.088 -0.077
C -2.711511 -2.672992 -3.768234 1.230 0.128 0.076
O -2.369524 -1.897935 -2.754310 0.379 -0.990 -0.010
H -0.020772 1.258535 3.642897 0.594 0.368 -0.322
H 1.843257 2.360858 5.075731 -0.090 -0.751 -0.512
H 4.061902 1.168382 5.148418 -0.837 -0.242 -0.216
H 4.278497 -0.950274 3.960555 0.204 0.205 -0.306
H 3.653932 -1.926430 -0.480964 0.031 0.502 1.141
H 2.965126 -3.861283 -1.113610 0.155 0.583 -0.215
H 2.969335 -2.475770 -2.266290 0.055 0.102 0.110
H 1.262914 -4.928518 -2.056631 0.001 0.343 0.074
H 2.016291 -4.075412 -3.399636 -0.201 -0.144 -0.231
H -0.264106 -5.113878 -3.879526 0.274 0.465 -0.228
H -1.539136 -5.231850 -5.774961 -0.162 -0.098 -0.004
H -3.737935 -4.737395 -6.933182 0.153 0.095 0.220
H -5.222781 -3.031747 -6.065597 0.214 0.241 0.221
H -4.543806 -1.616502 -4.074598 0.086 -0.152 -0.024
S -2.679724 0.541126 -0.995831 0.821 0.162 0.381
P -1.542990 1.176904 0.569195 0.135 -0.362 -1.203
C 0.120977 0.445951 0.491224 -1.490 0.035 -0.936
P 1.349316 0.782615 -0.793239 2.323 -0.370 0.608
S 0.754859 0.225253 -2.650516 -0.831 -0.159 0.279
C 1.861367 2.579926 -0.896488 0.481 0.699 0.484
C 1.979723 3.263390 -2.117090 -0.484 -0.115 0.835
C 2.137190 4.652342 -2.136787 0.013 0.017 -0.101
C 2.226447 5.405627 -0.969323 0.093 -0.677 0.249
C 2.333977 4.704669 0.243997 -0.089 -0.188 -0.138
C 2.207519 3.316765 0.279592 -0.920 -0.654 -0.316
C 2.861391 -0.052616 -0.255889 -1.901 2.126 -1.337
C 4.045851 0.691064 -0.232162 0.540 -0.532 0.901
C 5.205988 0.381078 0.476542 0.109 0.503 -0.824
C 5.482603 -0.773104 1.271531 -0.681 -0.433 0.496
C 4.606706 -1.715780 1.723363 1.009 -0.095 0.197
C 3.105877 -1.669509 1.591555 0.322 -0.554 0.974
C -2.550760 0.755513 2.029926 0.242 -0.662 1.105
C -2.217811 -0.345957 2.850716 0.065 0.634 -0.239
C -3.042629 -0.707436 3.923851 0.482 -0.297 -0.510
C -4.227812 -0.044277 4.157174 -0.347 0.485 -0.224
C -4.558143 1.065593 3.353838 -0.066 0.106 0.154
C -3.740948 1.471826 2.301919 0.565 -0.574 0.021
C -1.435237 2.992555 0.569408 0.063 -0.496 -0.101
C -1.435787 3.630961 1.807922 0.076 0.428 -0.155
C -1.409164 5.015763 1.848383 -0.198 0.936 -0.073
C -1.400163 5.787942 0.661166 0.152 -1.442 0.460
C -1.335289 5.104714 -0.556440 -0.103 -0.124 -0.179
C -1.322125 3.699565 -0.631287 -0.266 0.945 1.226
H 1.877814 2.725712 -3.049105 -0.144 -0.061 -0.027
H 2.155000 5.122517 -3.112431 -0.021 0.199 0.053
H 2.211672 6.496752 -0.986331 0.174 -0.327 -0.051
H 2.481563 5.222881 1.189665 0.010 0.031 -0.228
H 2.279517 2.784408 1.244963 -0.116 0.299 -0.562
H 4.121768 1.593215 -0.826418 -0.262 0.224 0.261
H 6.030808 1.091297 0.364806 -0.154 -0.271 -0.094
H 6.518850 -0.840660 1.618965 -0.217 -0.247 -0.187
H 5.021791 -2.522992 2.328480 -0.068 0.056 -0.151
H 2.716369 -2.642185 1.915018 -0.076 -0.017 -0.087
H -1.304318 -0.910418 2.637907 -0.526 0.292 0.229
H -2.724493 -1.546751 4.537589 -0.210 0.083 -0.056
H -4.914229 -0.400713 4.934924 0.335 0.351 -0.239
H -5.449319 1.657541 3.584533 0.197 -0.343 -0.178
H -4.004313 2.315104 1.666110 -0.059 -0.111 0.222
H -1.478032 3.052601 2.735428 -0.015 0.241 -0.364
H -1.468072 5.517816 2.821641 0.130 -0.144 -0.397
H -1.425106 6.870963 0.706376 -0.013 -0.116 -0.049
H -1.359533 5.664551 -1.486259 0.199 0.011 0.069
H -1.263518 3.188484 -1.576396 -0.113 -0.140 -0.188
F -4.778852 -2.104101 0.164435 0.554 -1.220 0.090
C -4.267806 -3.367577 0.084274 -2.294 0.527 -0.355
F -4.926388 -4.117117 1.036789 1.266 0.710 -0.794
F -4.645116 -3.866374 -1.120054 0.246 0.239 0.896
C -2.743475 -3.321165 0.138883 3.988 0.825 0.670
O -2.068803 -4.094119 -0.590975 -1.393 0.973 0.667
O -2.112944 -2.363701 0.813643 -2.240 -1.908 -1.583

***

[2]
119
Properties=species:S:1:pos:R:3:forces:R:3 method="wB97M-V/def2-TZVPD" total_energy_ev=-172201.4910 e_lumo_ev="0.0 / -0.2" s2=3.796 relative_energy_kcal_mol=2.6 homo_lumo_gap_ha="0.1860 / 0.2638" spin_multiplicity=4
V -0.141289 -0.129794 0.793793 -0.063 -0.452 -0.027
Br -2.389945 6.477439 -1.617359 -0.026 0.065 0.003
C -1.833793 4.694063 -1.315734 -0.016 -0.118 0.189
C -1.205552 3.986755 -2.340434 0.054 -0.072 -0.100
C -0.804888 2.684711 -2.145580 -0.061 0.218 0.222
C -1.002476 2.048005 -0.906961 -0.116 0.046 -0.094
O -0.628892 0.789133 -0.792214 0.085 -0.023 0.181
C -1.610756 2.787217 0.141747 -0.039 -0.017 0.062
C -1.830032 2.250945 1.466516 0.010 -0.125 -0.149
N -1.324773 1.139106 1.864647 0.061 -0.010 0.132
C -1.608142 0.522356 3.112802 -0.035 0.309 -0.253
C -1.893146 1.189268 4.294918 -0.076 -0.033 0.178
C -2.164518 0.435254 5.433115 0.029 0.081 -0.127
C -2.162894 -0.947387 5.379885 -0.002 -0.062 0.032
C -1.871361 -1.642485 4.192015 -0.006 0.179 0.125
C -1.874343 -3.053629 4.063395 0.009 0.020 -0.027
C -1.600678 -3.602787 2.811729 0.029 -0.076 -0.136
C -1.298743 -2.804409 1.736112 0.084 -0.302 -0.094
N -1.253886 -1.442500 1.821252 0.235 0.497 0.165
C -1.562728 -0.873138 3.044042 -0.225 -0.049 0.105
C -2.036935 4.105751 -0.092123 0.041 0.065 -0.202
H -1.022432 4.472112 -3.289262 0.007 -0.003 -0.016
H -0.270819 2.141926 -2.909249 0.042 -0.040 -0.051
H -2.472211 2.828010 2.134504 0.013 -0.058 0.015
H -1.879627 2.270013 4.336632 0.007 0.036 -0.004
H -2.373989 0.936651 6.367799 -0.005 0.016 0.030
H -2.385332 -1.519674 6.271870 -0.004 -0.020 0.011
H -2.099413 -3.676044 4.916976 -0.011 -0.016 0.034
H -1.618692 -4.676132 2.671856 0.006 -0.007 -0.022
H -1.066141 -3.200692 0.757352 -0.030 -0.087 0.045
H -2.515516 4.657880 0.705927 -0.013 0.014 0.026
C 1.516937 -4.601439 0.444801 -0.026 -0.068 -0.035
C 2.054553 -3.481500 1.286844 0.116 0.161 0.171
C 2.888686 -3.729385 2.374705 -0.088 -0.066 -0.112
C 3.356068 -2.681461 3.155840 0.006 0.074 -0.007
C 4.268905 -2.949877 4.319870 0.042 -0.026 0.070
C 2.984656 -1.372432 2.867886 -0.120 -0.173 -0.112
C 2.156744 -1.084466 1.773495 0.170 0.269 0.063
C 1.732178 -2.167559 0.990489 -0.072 -0.218 -0.164
N 1.658507 0.175797 1.431409 -0.255 -0.390 -0.275
C 2.360114 1.414050 1.754861 -0.053 0.183 0.026
C 1.736677 2.521905 0.886539 -0.026 0.021 0.209
C 2.408250 3.875581 1.130108 -0.029 -0.041 -0.046
C 3.896617 3.777253 0.796868 -0.019 0.042 -0.011
C 4.530761 2.687985 1.661145 0.079 -0.020 -0.015
C 4.363468 3.045394 3.140710 0.041 0.005 0.055
C 2.875856 3.177225 3.480076 -0.007 -0.002 0.051
C 2.245776 4.259641 2.601518 0.003 0.038 0.010
C 2.178886 1.838698 3.223257 -0.015 0.037 0.003
C 3.850668 1.344800 1.382387 -0.044 -0.005 -0.097
H 2.307768 -5.287257 0.137721 0.022 -0.012 -0.011
H 1.021396 -4.216126 -0.447694 -0.015 0.025 -0.027
H 0.778099 -5.181385 1.001879 -0.016 -0.014 0.026
H 3.173761 -4.746891 2.615578 0.005 -0.033 0.005
H 4.266774 -4.005450 4.588179 0.003 -0.017 0.001
H 3.965789 -2.377266 5.196496 -0.007 0.020 0.018
H 5.297288 -2.667286 4.085167 0.005 0.007 -0.017
H 3.328121 -0.583013 3.516179 0.049 -0.016 0.003
H 1.131496 -1.998319 0.095334 0.042 0.077 -0.062
H 0.678222 2.608871 1.146956 0.087 0.005 -0.027
H 1.793658 2.240090 -0.165552 0.045 -0.029 -0.091
H 1.932866 4.621401 0.487249 0.014 0.011 0.011
H 4.384913 4.739094 0.983391 0.013 0.009 -0.006
H 4.019182 3.549241 -0.264516 0.007 -0.030 -0.057
H 5.597872 2.600898 1.426949 -0.035 0.011 0.004
H 4.881212 3.984517 3.359691 0.001 0.006 -0.011
H 4.820802 2.271629 3.766627 0.003 -0.004 0.002
H 2.761834 3.444718 4.535598 0.008 0.000 -0.031
H 2.723987 5.224989 2.794205 0.000 0.015 -0.001
H 1.184702 4.368450 2.846735 -0.034 -0.001 0.009
H 1.105565 1.924793 3.424227 -0.027 -0.015 -0.001
H 2.560345 1.080459 3.907406 0.019 0.062 0.012
H 4.366886 0.552349 1.923228 -0.012 -0.048 0.069
H 3.917562 1.096979 0.315414 0.002 -0.007 0.012
C -1.993988 -2.165730 -5.279181 -0.049 -0.109 -0.139
N -1.773205 -1.776465 -3.903377 0.124 -0.132 0.199
C -2.086852 -0.379029 -3.643277 0.013 0.054 0.021
P -1.757576 -2.813411 -2.609393 -0.198 -0.073 0.012
O -1.136758 -2.194483 -1.411243 0.149 0.119 0.043
N -0.991943 -4.146008 -3.253512 -0.214 0.017 0.062
C 0.311829 -3.999210 -3.872588 0.114 0.068 -0.060
C -1.147877 -5.433045 -2.597673 -0.036 -0.102 0.040
N -3.285470 -3.339036 -2.232519 0.284 0.030 -0.233
C -4.132194 -3.973782 -3.218751 -0.040 -0.051 -0.101
C -3.842290 -3.301366 -0.898449 -0.013 0.063 0.203
H -1.337634 -1.586475 -5.935663 -0.014 -0.001 0.017
H -3.028986 -1.978539 -5.591331 0.014 0.004 0.006
H -1.776789 -3.222222 -5.422189 0.002 0.023 -0.006
H -1.481856 0.255491 -4.295583 -0.007 0.009 0.008
H -1.850830 -0.132268 -2.611490 -0.016 0.045 0.040
H -3.144627 -0.169331 -3.840220 0.007 0.032 0.024
H 0.464690 -2.974683 -4.205225 -0.003 -0.003 -0.044
H 0.396515 -4.668976 -4.733350 0.022 0.013 0.015
H 1.112954 -4.257756 -3.167820 0.008 -0.004 -0.006
H -2.113059 -5.494793 -2.098816 0.018 -0.002 -0.007
H -0.360603 -5.597778 -1.852238 -0.036 -0.029 -0.004
H -1.089774 -6.234114 -3.339744 0.009 0.011 0.020
H -3.628273 -4.036191 -4.181577 -0.006 0.015 0.002
H -5.064915 -3.416978 -3.351304 -0.001 -0.006 0.001
H -4.390494 -4.995673 -2.913484 0.003 0.034 0.002
H -3.168048 -2.776433 -0.226718 -0.012 -0.014 -0.001
H -4.012189 -4.315847 -0.514635 0.021 0.041 0.004
H -4.803852 -2.778095 -0.905962 0.016 -0.016 0.002
C 5.471993 2.626582 -2.778148 0.047 0.093 0.001
N 4.425101 1.623867 -2.669808 0.120 -0.148 0.027
C 4.760950 0.315980 -2.536815 -0.213 0.036 -0.036
C 3.823462 -0.646447 -2.419903 0.091 0.193 0.081
C 2.459379 -0.193950 -2.403934 0.035 -0.124 -0.054
N 2.121329 1.064471 -2.541200 0.055 0.053 -0.030
C 3.073627 2.032764 -2.681784 -0.288 -0.003 0.108
O 2.801858 3.214914 -2.799868 0.101 0.055 -0.025
N 1.474077 -1.097677 -2.251258 -0.248 0.019 -0.062
H 6.152874 2.368192 -3.589403 0.013 0.021 0.015
H 6.027678 2.698626 -1.841559 0.013 0.018 -0.016
H 4.996962 3.580703 -2.987058 0.022 -0.041 0.004
H 5.821983 0.105061 -2.527587 0.017 -0.032 -0.005
H 4.094253 -1.681411 -2.288370 -0.020 -0.054 0.003
H 1.677645 -2.077354 -2.185497 0.055 0.021 0.117
H 0.513562 -0.807708 -2.098918 0.171 0.040 -0.119

***

[3]
32
Properties=species:S:1:pos:R:3:forces:R:3 method="wB97M-V/def2-TZVPD" total_energy_ev=-197316.9237 e_lumo_ev="-1.4 / -1.6" s2=8.766 homo_lumo_gap_ha="0.2244 / 0.2263" spin_multiplicity=6
Mn -0.028166 -0.438303 0.253199 -0.228 0.242 0.473
O -0.881924 5.144806 -5.168047 0.237 0.128 -0.027
C -1.050655 3.871740 -5.569065 -0.908 0.016 0.094
O -1.334740 3.637809 -6.709556 0.376 0.001 -0.049
C -1.038314 2.804580 -4.514291 0.227 -0.163 -0.004
C -1.424019 1.528048 -4.919517 0.024 0.083 -0.033
C -1.446221 0.477861 -4.024487 0.019 0.036 0.098
C -1.078996 0.699874 -2.699089 0.050 0.227 -0.130
C -0.658442 1.961083 -2.290080 -0.053 -0.021 -0.062
C -0.651761 3.009275 -3.193064 0.021 -0.014 -0.028
N -1.074222 -0.322258 -1.731443 -0.066 -0.134 0.127
C -1.962978 -1.233739 -1.725588 0.069 -0.100 0.151
C -1.909564 -2.248592 -0.637088 0.346 0.248 -0.068
C -3.179888 -2.615877 -0.002404 -0.106 0.110 0.193
C -3.586267 -1.880242 1.050167 -0.161 -0.283 -0.195
C -2.974221 -0.734520 1.724155 0.166 0.063 0.002
C -1.763357 -0.158511 1.537545 0.004 0.084 -0.053
N -0.739008 -2.494202 -0.177043 -0.148 -0.453 -0.128
H -0.764207 5.207443 -4.214065 0.031 -0.041 -0.015
H -1.694686 1.380307 -5.955299 -0.001 0.008 -0.012
H -1.717238 -0.514542 -4.359378 0.001 -0.019 0.011
H -0.346716 2.118081 -1.263811 -0.011 -0.021 -0.018
H -0.314016 3.974338 -2.834192 0.015 0.011 -0.021
H -2.807555 -1.250872 -2.412489 0.005 0.024 -0.056
H -3.791829 -3.410648 -0.408618 -0.006 -0.024 -0.002
H -4.546680 -2.167348 1.469795 0.001 -0.031 -0.029
H -3.644480 -0.347345 2.491086 0.073 0.073 0.030
H -1.658688 0.684920 2.231691 0.064 -0.034 -0.066
Se -0.610362 -3.646165 1.284233 0.066 0.058 0.040
Te 1.874841 -3.440625 1.619129 -0.035 -0.045 -0.070
Te 1.993684 -1.061050 2.858364 -0.063 0.010 0.048
Se 2.181766 0.525909 0.923493 -0.007 -0.037 -0.200